{"formula": "C2H3NO3S", "method": "ωB97M-V/def2-TZVPD", "elements": ["C", "C", "N", "O", "O", "O", "S", "H", "H", "H"], "positions_angstrom": [[0.464, -1.391, 0.239], [1.519, 0.793, -0.175], [1.037, -0.344, -0.364], [-1.723, 1.068, -1.168], [-2.535, 0.848, 1.059], [-0.710, -1.612, 0.111], [-2.483, 0.256, -0.244], [1.301, -2.075, 0.786], [1.358, 1.192, 0.808], [1.773, 1.266, -1.051]], "forces_ev_per_a": [[2.4, -0.5, 1.0], [-2.1, -1.8, 1.7], [0.8, -0.7, -0.9], [-0.4, -0.8, -0.2], [-0.3, -0.6, 0.5], [-0.8, -0.9, 0.6], [0.7, 1.4, -0.4], [-2.0, 1.0, -1.1], [0.6, 1.0, 0.3], [1.3, 1.7, -1.5]], "mulliken_charge": [0.241, -0.268, -0.253, -0.418, -0.408, -0.523, 0.787, 0.249, 0.282, 0.311], "e_homo_ev": -10.30, "total_charge": 0, "e_tot_ha": -756.609092, "orbital_gap_ev": 10.005, "fmax_ev_per_a": 3.25, "relative_energy_ev": 1.824}